1.
Below is 2 unconnected molecules or ions with the total composition C4H7NO, with properties calculated with ωB97M-V/def2-TZVPD.

Results
E_HOMO: -10.085 eV
Energy: -7794.88733 eV
Energy above the lowest of the compared OMol25 structures with the same formula, charge and spin: 459.0 kJ/mol
F_max: 1.14 eV Å⁻¹
Gap between HOMO and LUMO: 10.4 eV

Each atom is followed by the atoms it is bonded to, with distances in Å.
Atoms and positions in Å:
1 C -0.66794 -0.96205 0.35569  C3 1.536, H4 1.097, C6 1.462, H8 1.093
2 N -1.29395 -1.47397 -2.13486  C6 1.157
3 C 0.39380 0.13606 0.51988  C1 1.536, O7 1.319, C12 1.511, H13 1.306
4 H -1.54245 -0.59306 0.90648  C1 1.097
5 H 1.46084 -0.47436 -0.26134  no bonds
6 C -1.03248 -1.25971 -1.02878  C1 1.462, N2 1.157
7 O 0.88660 0.24614 1.73816  C3 1.319
8 H -0.32225 -1.86400 0.86680  C1 1.093
9 H 1.05617 2.03550 -0.21190  C12 1.091
10 H -0.66283 1.91565 0.18874  C12 1.097
11 H -0.06747 1.19469 -1.33533  C12 1.093
12 C 0.17622 1.39457 -0.28841  C3 1.511, H9 1.091, H10 1.097, H11 1.093
13 H 1.61574 -0.29546 0.68487  C3 1.306

How is the electron density shared among the atoms? According to Mulliken, the charges in e are:
1 C -0.510
2 N -0.401
3 C 0.697
4 H 0.301
5 H 0.167
6 C 0.310
7 O -0.730
8 H 0.258
9 H 0.292
10 H 0.338
11 H 0.397
12 C -1.228
13 H 0.109

***

2.
Below is C3H11N5O in the gas phase, with properties calculated with ωB97M-V/def2-TZVPD.

Results
E_HOMO: -8.045 eV
Energy: -12780.83594 eV
Energy above the lowest of the compared OMol25 structures with the same formula, charge and spin: 710.3 kJ/mol
F_max: 7.41 eV Å⁻¹
Gap between HOMO and LUMO: 9.0 eV
Structure (SMILES): CCON/C(=N/N)NN

Each atom is followed by the atoms it is bonded to, with distances in Å.
Atoms and positions in Å:
1 H 0.63662 -2.27182 -2.03695  N8 1.068
2 H -2.86976 1.85042 1.71471  C17 1.186
3 H 4.10339 -1.12292 -0.58106  N18 1.109
4 H -2.26283 -0.06966 0.66219  C14 1.199
5 H 0.98943 1.26613 0.76976  N15 1.093
6 H 0.09937 -0.73482 -1.98268  N8 1.048
7 H -0.43101 -1.64123 0.36227  N9 1.005
8 N 0.01545 -1.63263 -1.44937  H1 1.068, H6 1.048, N9 1.366
9 N 0.43450 -1.64858 -0.14941  H7 1.005, N8 1.366, C16 1.396
10 H -2.90567 1.28495 -0.55755  C14 1.207
11 O -0.70878 0.62632 -0.39856  C14 1.466, N15 1.439
12 H 2.65332 -2.10461 -0.78585  N18 0.941
13 H -0.97030 1.83139 2.02172  C17 1.138
14 C -1.99986 0.99908 0.18679  H4 1.199, H10 1.207, O11 1.466, C17 1.553
15 N 0.35789 0.40328 0.54194  H5 1.093, O11 1.439, C16 1.308
16 C 1.18366 -0.49030 0.06239  N9 1.396, N15 1.308, N20 1.231
17 C -1.79283 2.08471 1.27772  H2 1.186, H13 1.138, C14 1.553, H19 1.128
18 N 3.07923 -1.43007 -0.28684  H3 1.109, H12 0.941, N20 1.360
19 H -1.98952 3.07440 0.77349  C17 1.128
20 N 2.37772 -0.27404 -0.14472  C16 1.231, N18 1.360

How is the electron density shared among the atoms? According to Mulliken, the charges in e are:
1 H 0.242
2 H 0.253
3 H 0.254
4 H 0.222
5 H 0.328
6 H 0.248
7 H 0.328
8 N -0.544
9 N -0.280
10 H 0.268
11 O -0.187
12 H 0.212
13 H 0.340
14 C -0.295
15 N -0.150
16 C 0.116
17 C -0.808
18 N -0.400
19 H 0.250
20 N -0.399

***

3.
Below is 2 unconnected molecules or ions with the total composition C3H4O2, with properties calculated with ωB97M-V/def2-TZVPD.

Results
E_HOMO: -10.062 eV
Energy: -7269.33439 eV
Energy above the lowest of the compared OMol25 structures with the same formula, charge and spin: 130.4 kJ/mol
F_max: 1.95 eV Å⁻¹
Gap between HOMO and LUMO: 11.2 eV

Each atom is followed by the atoms it is bonded to, with distances in Å.
Atoms and positions in Å:
1 H 1.60200 0.83823 -0.49520  C8 1.108
2 C -1.34362 0.86526 1.17763  O4 1.133
3 H 1.08889 -1.21852 0.80692  C5 1.098
4 O -2.31890 1.43639 1.09323  C2 1.133
5 C 0.44333 -0.92229 -0.02998  H3 1.098, H6 1.091, H7 1.119, C8 1.475
6 H -0.56864 -1.31881 0.06952  C5 1.091
7 H 0.86718 -1.21244 -1.02438  C5 1.119
8 C 0.56000 0.46269 -0.52315  H1 1.108, C5 1.475, O9 1.210
9 O -0.33023 1.06950 -1.07462  C8 1.210

How is the electron density shared among the atoms? According to Mulliken, the charges in e are:
1 H 0.351
2 C 0.117
3 H 0.288
4 O -0.184
5 C -0.826
6 H 0.343
7 H 0.276
8 C 0.127
9 O -0.491

***

Q: Number 2 is which compound?
A: C3H11N5O

***

Q: Look up the E_HOMO of the second one.
A: -8.045 eV

***

Q: What is the energy above the lowest of the compared OMol25 structures with the same formula, charge and spin in the first record?
A: 459.0 kJ/mol

***

Q: Which of these has the highest E_HOMO?
A: C3H11N5O